1.
Computed, not measured: 2 unconnected molecules or ions with the total composition C7H18Br2P, with ωB97M-V/def2-TZVPD.

Last column: natural (NBO) charge in e.
Geometry (Å):
P  -0.697  -0.320  -1.347  0.79
H  1.440  1.190  -2.675  0.18
C  2.367  0.952  -0.679  -0.23
C  2.755  -0.536  -0.515  -0.62
C  -2.694  -1.446  3.026  -0.44
H  -4.712  -1.780  2.378  0.25
H  1.189  2.357  0.460  0.24
C  -3.724  -1.639  1.947  -0.44
H  -0.266  2.028  -1.467  0.27
H  -3.492  -2.475  1.296  0.23
H  -1.777  -0.833  -0.620  0.08
H  2.669  2.420  -2.236  0.23
H  3.137  0.803  -2.668  0.23
C  2.374  1.379  -2.149  -0.61
H  -2.759  -2.242  3.764  0.25
H  0.991  0.711  0.982  0.22
H  -2.773  -0.484  3.520  0.24
H  3.167  1.507  -0.197  0.23
H  0.312  -1.277  -1.287  0.07
Br  -3.867  -0.068  0.799  -0.02
C  1.087  1.337  0.098  -0.40
H  -1.051  1.564  0.011  0.28
H  3.831  -0.601  -0.396  0.24
H  -1.165  -0.195  -2.657  0.06
H  2.306  -0.973  0.374  0.21
Br  -0.893  -1.543  2.294  -0.04
C  -0.243  1.296  -0.667  -0.71
H  2.489  -1.130  -1.388  0.19

## Properties
Gap between HOMO and LUMO   10.75 eV
ΔE to the lowest compared entry with this formula, charge and spin   7.92 kJ/mol
HOMO level   -13.594 eV
Charge   +1



2.
Computed, not measured: 10 unconnected molecules or ions with the total composition C8H36N16O10, with ωB97M-V/def2-TZVPD.

Last column: natural (NBO) charge in e.
Geometry (Å):
O  -0.915  -1.352  -3.066  -0.76
H  -5.195  -3.011  -0.829  0.39
N  0.973  4.660  -4.940  -0.81
H  2.721  -6.326  -0.956  0.41
O  -2.219  -2.638  -0.354  -0.76
C  0.086  0.372  0.065  0.76
H  0.511  -3.221  3.356  0.40
H  2.206  -2.966  4.068  0.41
H  1.937  4.697  -5.238  0.41
N  -0.405  0.605  -1.111  -0.83
N  2.158  5.584  0.132  -0.85
H  -0.726  -0.165  -1.681  0.43
C  1.761  4.386  0.610  0.79
H  -2.377  -3.466  2.702  0.47
N  2.029  3.357  -0.193  -0.86
H  1.649  -6.236  0.472  0.38
H  1.072  -0.570  -4.514  0.42
H  -0.990  3.506  -4.209  0.39
H  -1.834  -3.479  1.289  0.51
O  2.746  -3.919  -1.205  -0.73
N  1.187  -4.091  0.455  -0.81
N  -0.111  -1.127  3.590  -0.85
N  -1.027  3.809  3.921  -0.79
H  -0.357  1.569  -1.406  0.39
N  0.362  2.294  3.732  -0.80
H  1.898  -2.010  -3.938  0.39
H  -0.861  -1.390  -0.014  0.42
H  -0.075  -0.989  1.493  0.41
N  -4.314  -3.032  -0.336  -0.77
O  -1.243  2.018  5.205  -0.77
H  0.187  4.284  -5.451  0.39
N  0.426  -3.057  -2.680  -0.84
C  1.999  -4.554  -0.430  0.75
O  1.024  4.277  1.560  -0.75
H  1.625  2.453  0.007  0.43
N  -0.186  3.550  -3.600  -0.84
N  -0.229  -0.803  0.513  -0.86
H  -0.426  4.186  3.203  0.41
H  1.651  6.389  0.472  0.40
O  1.829  4.149  -2.874  -0.70
H  -4.254  -3.145  0.666  0.40
H  0.523  1.309  3.883  0.40
H  -0.672  -1.854  3.170  0.39
C  0.148  -1.911  -3.262  0.77
H  2.234  3.706  -1.118  0.42
O  -1.401  3.724  0.129  -0.98
H  1.264  -3.093  0.593  0.43
H  -0.587  -0.340  4.008  0.43
H  -0.900  2.934  0.332  0.49
O  0.412  1.262  0.851  -0.73
N  -3.480  -2.532  -2.221  -0.85
H  -4.312  -2.765  -2.745  0.40
H  -0.294  3.201  -2.658  0.40
H  0.881  2.799  3.028  0.42
N  2.076  -5.838  -0.353  -0.81
O  -1.563  -3.547  2.205  -0.99
N  1.249  -2.734  3.844  -0.86
H  2.836  5.667  -0.612  0.40
C  -0.689  2.688  4.296  0.73
H  1.351  -3.457  -2.617  0.42
O  1.833  -0.687  4.602  -0.66
H  -2.659  -2.129  -2.649  0.44
H  -0.883  4.438  0.499  0.48
C  1.068  -1.425  4.005  0.75
C  0.952  4.194  -3.729  0.77
N  1.065  -1.442  -4.005  -0.79
H  0.799  -4.704  1.157  0.39
H  -0.384  -3.594  -2.407  0.41
C  -3.282  -2.719  -0.941  0.77
H  -1.881  4.252  4.229  0.40

## Properties
Gap between HOMO and LUMO   7.85 eV
ΔE to the lowest compared entry with this formula, charge and spin   460.82 kJ/mol
HOMO level   -7.895 eV



3.
Computed, not measured: a molecular structure, C41H62IrN2O2P2Si, with ωB97M-V/def2-TZVPD.

Last column: Löwdin charge in e.
Geometry (Å):
C  -3.190  3.933  -1.272  -0.01
H  4.442  0.834  2.040  0.09
H  -0.413  3.403  3.158  0.04
H  3.490  5.110  0.011  0.12
C  -2.121  -0.465  4.404  -0.07
H  -3.316  -1.508  5.850  0.11
P  1.922  0.943  0.463  0.97
H  5.199  4.737  0.095  0.11
H  0.534  -1.965  1.266  0.09
H  -3.834  3.937  -0.397  0.08
H  -0.363  -0.013  -3.395  0.10
H  4.885  0.510  4.421  0.11
C  -2.386  -1.123  2.115  -0.34
H  5.331  4.088  -2.146  0.11
H  -2.069  2.794  3.330  0.03
C  5.062  -1.657  -0.721  -0.17
C  -1.761  -0.317  3.057  -0.27
H  1.355  -4.479  1.298  0.12
H  3.580  -3.212  -0.396  0.09
C  2.142  2.992  -1.495  -0.19
H  3.988  5.204  -2.274  0.11
C  3.911  3.030  0.354  -0.20
H  -1.781  -5.840  -0.641  0.12
C  4.385  -0.274  -0.588  -0.19
H  -3.824  -2.706  1.787  0.09
H  3.954  2.176  -2.323  0.09
H  2.999  0.265  6.016  0.11
Si  -0.551  1.014  2.534  0.51
H  4.928  0.303  0.154  0.08
H  4.657  -3.525  -1.743  0.12
H  -3.440  0.486  -0.555  0.09
H  -6.804  -0.872  -0.756  0.12
H  4.448  0.270  -1.534  0.11
C  -2.030  -3.721  -0.338  -0.17
C  4.245  4.376  -0.290  -0.18
C  0.917  -3.946  0.453  -0.17
C  -1.405  2.312  -2.234  -0.30
H  -3.168  -2.022  -2.261  0.11
C  -1.094  -2.525  -0.074  -0.41
H  2.444  -2.888  -2.629  0.11
H  0.685  0.411  5.210  0.10
H  0.659  -5.915  -0.421  0.11
H  -2.135  -0.605  -2.427  0.07
H  1.598  3.942  -1.524  0.12
C  2.469  2.644  -0.013  -0.40
H  -4.038  -0.514  -4.037  0.11
C  3.070  -2.116  -2.176  -0.18
H  -2.360  -3.696  -1.376  0.10
H  4.627  2.286  0.001  0.10
C  -3.058  -1.406  4.803  -0.05
H  0.245  -4.608  -1.512  0.11
H  -0.532  -3.202  1.896  0.12
H  -4.410  -2.946  4.146  0.11
H  -2.705  4.910  -1.344  0.09
Ir  -0.452  0.897  0.142  0.88
H  -0.555  -2.290  -1.001  0.10
H  -3.803  3.797  -2.164  0.09
C  -3.127  -0.939  -2.119  -0.20
C  2.803  0.422  4.961  -0.06
H  3.133  3.304  -3.381  0.11
C  -5.591  -0.768  -2.547  -0.19
C  -4.207  -0.285  -2.984  -0.18
C  2.288  0.805  2.248  -0.37
H  3.595  -1.619  -2.997  0.12
C  -0.030  -2.861  0.988  -0.19
H  1.272  -1.586  -1.064  0.06
C  -3.329  -2.077  2.515  -0.09
O  -2.735  2.479  0.997  -0.10
H  4.010  3.097  1.435  0.11
H  -2.396  2.688  -4.071  0.10
C  -5.821  -0.505  -1.059  -0.18
H  -2.925  -3.678  0.280  0.09
H  1.492  2.240  -1.940  0.06
H  -4.763  -2.244  -0.341  0.12
H  5.462  -1.957  0.250  0.11
C  -1.292  -5.047  -0.075  -0.18
C  3.605  0.736  2.720  -0.09
C  -1.018  2.546  3.473  -0.18
N  -1.977  2.264  0.047  -0.29
C  2.910  -0.470  -0.222  -0.40
H  -4.916  -0.944  0.852  0.11
H  -6.368  -0.284  -3.141  0.11
H  -1.461  4.052  -3.462  0.10
P  -1.877  -0.949  0.381  1.01
C  -3.667  -2.216  3.851  -0.06
C  0.180  -4.938  -0.468  -0.18
C  -1.465  2.968  -3.572  0.02
H  5.912  -1.564  -1.401  0.11
C  2.183  -1.100  -1.428  -0.22
H  2.864  -1.165  0.622  0.11
C  3.409  3.124  -2.341  -0.19
H  1.870  -0.313  -2.114  0.08
C  -4.732  -1.157  -0.199  -0.19
N  -0.785  1.221  -1.995  -0.15
H  -4.143  0.806  -2.868  0.11
H  -0.635  2.660  -4.193  0.08
H  -1.367  -5.319  0.982  0.12
C  -2.184  2.837  -1.129  -0.28
H  1.741  -3.481  -0.093  0.07
H  -5.664  -1.846  -2.737  0.12
O  0.049  0.794  -3.057  -0.08
C  4.302  4.261  -1.825  -0.18
C  1.500  0.503  4.497  -0.08
C  3.861  0.551  4.067  -0.06
H  -5.810  0.577  -0.874  0.12
C  -3.372  -0.603  -0.639  -0.39
H  1.811  3.234  0.634  0.11
C  4.098  -2.738  -1.236  -0.20
H  -0.827  2.379  4.538  0.04
H  -1.658  0.162  5.160  0.10
C  1.216  0.694  3.134  -0.28

## Properties
Gap between HOMO and LUMO   6.56 eV
ΔE to the lowest compared entry with this formula, charge and spin   78.86 kJ/mol
HOMO level   -10.615 eV
Charge   +1



4.
Computed, not measured: 2 unconnected molecules or ions with the total composition CH6NPS, with ωB97M-V/def2-TZVPD.

Last column: natural (NBO) charge in e.
Geometry (Å):
S  0.431  -1.375  -0.211  0.03
H  -1.904  1.321  -1.827  0.31
N  -1.701  1.442  -0.858  -0.95
H  1.977  -1.280  1.904  0.24
H  -1.669  2.405  -0.754  0.31
H  0.218  -1.504  2.223  0.24
H  0.818  0.039  1.452  0.23
H  0.209  -0.408  -2.201  -0.05
C  0.961  -1.017  1.437  -0.80
P  0.660  0.377  -1.166  0.43

## Properties
Gap between HOMO and LUMO (alpha / beta)   7.43 / 8.25 eV
ΔE to the lowest compared entry with this formula, charge and spin   325.55 kJ/mol
HOMO level (alpha / beta)   -7.851 / -8.813 eV